# 1
Here is C33H59FeN2O2P2 as an isolated structure in a non-equilibrium geometry from OMol25. Energies are from ωB97M-V/def2-TZVPD.

Positions of all 99 atoms, in Å:
C -1.289 -2.108 -1.777
C 0.879 -1.333 -2.013
C -0.979 -3.250 -2.526
C 1.320 -2.581 -2.439
C 0.367 -3.550 -2.772
H -1.788 -3.885 -2.876
H 2.407 -2.736 -2.486
H 0.672 -4.487 -3.212
N -0.335 -1.213 -1.405
P -2.669 -0.530 -0.038
P 2.744 0.540 -0.522
C -2.701 -1.689 -1.468
H -3.124 -1.166 -2.340
H -3.349 -2.554 -1.292
C -0.688 0.872 1.431
O -0.790 1.575 2.370
C 1.663 -0.064 -2.182
H 2.436 -0.285 -2.921
C 3.945 1.663 -1.453
C 3.301 0.152 1.304
C -3.961 0.757 -0.486
C -3.069 -1.746 1.329
C 3.292 3.065 -1.424
H 3.100 3.395 -0.393
H 3.963 3.807 -1.890
H 2.331 3.107 -1.957
C 5.363 1.721 -0.859
H 5.410 2.087 0.169
H 5.834 0.731 -0.925
H 5.960 2.406 -1.486
C 4.263 1.242 -2.908
H 4.866 2.046 -3.356
H 4.830 0.299 -2.921
H 3.389 1.128 -3.553
C 3.486 1.480 2.044
H 2.550 2.056 2.035
H 3.738 1.264 3.092
H 4.291 2.096 1.632
C 2.233 -0.652 2.043
H 1.297 -0.092 2.156
H 2.021 -1.606 1.546
H 2.591 -0.876 3.058
C 4.567 -0.699 1.239
H 5.423 -0.164 0.821
H 4.830 -1.020 2.259
H 4.371 -1.597 0.637
C -3.464 -0.952 2.585
H -3.591 -1.675 3.404
H -2.683 -0.236 2.881
H -4.427 -0.433 2.452
C -1.785 -2.559 1.579
H -1.478 -3.137 0.694
H -0.952 -1.926 1.910
H -1.998 -3.273 2.387
C -4.199 -2.737 0.987
H -4.421 -3.289 1.912
H -5.119 -2.236 0.665
H -3.898 -3.478 0.236
C -3.609 1.394 -1.843
H -3.558 0.661 -2.659
H -4.397 2.114 -2.116
H -2.651 1.935 -1.807
C -3.989 1.866 0.583
H -3.058 2.450 0.570
H -4.828 2.543 0.348
H -4.135 1.474 1.600
C -5.324 0.064 -0.577
H -5.316 -0.785 -1.277
H -5.694 -0.280 0.398
H -6.051 0.795 -0.962
Fe -0.612 0.385 -0.314
N 0.159 1.559 -1.361
C 0.825 1.120 -2.374
C 0.468 1.742 -3.760
C 1.580 1.851 -4.799
C -0.617 0.881 -4.412
C -0.029 3.155 -3.497
H 2.392 2.531 -4.491
H 1.992 0.886 -5.110
H 1.120 2.301 -5.697
H -1.368 0.545 -3.683
H -1.147 1.443 -5.192
H -0.224 -0.036 -4.876
H -0.119 3.682 -4.452
H -1.003 3.087 -2.991
H 0.624 3.738 -2.830
C -0.409 -0.622 6.533
C 0.250 -1.968 6.161
C 0.141 -2.061 4.634
O -0.390 -0.828 4.113
C -0.694 0.074 5.194
H -1.351 -0.790 7.064
H 0.241 -0.007 7.158
H -0.262 -2.812 6.630
H 1.303 -1.982 6.461
H 1.122 -2.244 4.167
H -0.529 -2.881 4.328
H -1.751 0.368 5.101
H -0.081 0.979 5.061

## Properties
charge = +1
<S²> = 6.09
E_LUMO (spin up / spin down) = -2.970 / -3.596 eV
multiplicity = 5
E_HOMO (spin up / spin down) = -8.328 / -10.868 eV
E_tot = -95208.6916 eV
energy above the lowest of the compared OMol25 structures with the same formula, charge and spin = 1.854 eV

# 2
Here is a 9-piece molecular cluster, C33H59N9O11 overall in a non-equilibrium geometry from OMol25. Energies are from ωB97M-V/def2-TZVPD.

Positions of all 112 atoms, in Å:
O 40.809 31.744 29.379
N 40.825 32.428 28.457
O 40.193 32.391 27.463
C 41.737 33.617 28.526
C 42.577 33.872 29.764
C 43.451 35.221 29.944
C 43.678 35.999 28.694
C 43.031 35.762 27.482
C 41.876 34.727 27.383
H 42.242 33.151 30.513
H 43.931 35.411 30.789
H 44.462 36.768 28.664
H 42.999 36.490 26.764
H 41.370 34.687 26.396
O 42.816 36.538 23.698
N 41.605 36.323 23.428
O 40.960 35.721 24.303
C 40.997 36.543 22.105
C 39.675 35.738 21.716
C 39.186 36.033 20.194
C 40.019 36.965 19.287
C 41.233 37.443 19.719
C 41.936 37.258 21.021
H 39.252 35.460 22.540
H 38.339 35.791 19.824
H 39.865 37.248 18.134
H 41.620 38.184 18.974
H 42.825 37.666 21.403
C 44.162 39.163 15.797
N 43.073 38.286 16.031
C 43.250 36.867 16.385
C 41.737 38.812 15.889
O 40.752 38.079 16.119
H 44.620 39.154 14.694
H 44.930 38.742 16.410
H 44.066 40.117 16.204
H 43.425 36.188 15.467
H 42.383 36.333 16.555
H 43.999 36.792 17.216
H 41.711 39.854 15.855
C 42.331 30.405 24.179
N 41.800 31.531 23.460
C 40.557 32.080 23.961
C 42.378 31.755 22.285
O 41.783 32.577 21.507
H 41.804 29.464 24.191
H 42.258 30.687 25.190
H 43.320 30.156 23.992
H 40.619 33.044 24.298
H 40.005 31.579 24.875
H 40.157 32.461 23.137
H 43.244 31.320 22.116
C 41.711 43.141 19.923
N 42.324 41.888 20.018
C 42.755 41.377 21.410
C 42.662 41.170 18.872
O 43.323 40.129 18.926
H 41.217 43.637 20.657
H 40.879 43.206 18.973
H 42.338 44.001 19.620
H 42.391 40.300 21.353
H 42.463 41.903 22.276
H 43.926 41.419 21.525
H 42.325 41.544 17.986
C 39.135 34.149 16.934
N 39.463 32.720 17.223
C 40.162 32.427 18.525
C 38.837 31.847 16.502
O 38.713 30.679 16.736
H 39.135 34.262 15.875
H 40.165 34.606 17.144
H 38.630 34.607 17.721
H 40.204 31.266 18.816
H 39.683 32.896 19.418
H 41.259 32.806 18.412
H 38.527 32.289 15.516
C 45.061 39.113 23.726
N 45.858 40.252 24.137
C 45.094 41.364 24.558
C 47.223 40.205 24.184
O 47.847 41.292 24.496
H 44.554 39.046 22.771
H 44.340 38.810 24.416
H 45.808 38.184 23.748
H 44.694 41.975 23.751
H 45.442 42.146 25.251
H 44.071 41.235 25.095
H 47.793 39.311 23.951
C 33.438 36.747 22.431
N 34.541 36.020 21.989
C 34.525 35.771 20.524
C 35.519 35.739 22.873
O 36.574 35.190 22.514
H 33.538 37.873 22.347
H 33.153 36.636 23.384
H 32.722 36.545 21.616
H 35.399 35.964 19.997
H 33.992 36.703 19.985
H 34.045 34.833 20.359
H 35.354 36.324 23.913
C 36.955 39.167 14.665
N 36.322 38.152 15.394
C 34.891 38.118 15.202
C 36.981 37.333 16.114
O 36.422 36.457 16.887
H 37.970 39.163 14.440
H 36.556 40.132 14.879
H 36.722 39.116 13.656
H 34.655 37.086 14.784
H 34.454 38.761 14.585
H 34.155 38.245 16.060
H 38.124 37.429 16.139

## Properties
structure (SMILES) = O=[N+]([O-])c1ccccc1.O=[N+]([O-])c1ccccc1.CN(C)C=O.CN(C)C=O.CN(C)C=O.CN(C)C=O.CN(C)C=O.CN(C)C=O.CN(C)C=O
E_LUMO = -0.965 eV
multiplicity = 1
E_HOMO = -8.635 eV
E_tot = -71087.1800 eV
energy above the lowest of the compared OMol25 structures with the same formula, charge and spin = 21.189 eV

Which of these has the lowest energy above the lowest of the compared OMol25 structures with the same formula, charge and spin? C33H59FeN2O2P2

The highest multiplicity belongs to which entry? C33H59FeN2O2P2